(w)
Computed, not measured: an isolated molecule of C3H9NOS2, with ωB97M-V with the def2-TZVPD basis set.

CARTESIAN COORDINATES (ANGSTROEM)
1 C -0.093 0.499 2.074
2 C 1.298 0.008 -2.158
3 C 0.250 -0.521 0.996
4 N -2.277 0.234 0.363
5 O -1.108 -1.522 -1.093
6 S 0.118 1.196 -1.555
7 S -1.029 -0.282 -0.406
8 H 0.293 1.556 1.702
9 H -1.127 0.534 2.310
10 H 0.536 0.372 2.998
11 H 2.466 0.118 -1.749
12 H 1.525 0.102 -3.208
13 H 0.934 -0.902 -1.877
14 H 0.205 -1.586 1.333
15 H 1.124 -0.293 0.373
16 H -3.114 0.487 -0.102

Results
- highest occupied orbital energy (Eh) = -0.350
- total charge = 0
- SMILES = CC[S@](=N)(=O)SC
- Kohn-Sham gap (eV) = 9.74
- LUMO level (hartree) = 0.0077

(x)
Computed, not measured: an isolated molecule of C3H9NOS2, with ωB97M-V with the def2-TZVPD basis set.

CARTESIAN COORDINATES (ANGSTROEM)
1 N -0.536 1.579 0.645
2 C 0.130 0.388 0.189
3 C 0.750 -0.398 1.344
4 O 1.499 0.481 2.190
5 C -0.817 -0.453 -0.632
6 S 0.034 -1.855 -1.429
7 S 0.553 -1.157 -3.235
8 H -1.480 1.714 0.351
9 H 0.035 2.369 0.893
10 H 0.953 0.629 -0.475
11 H 0.018 -0.931 1.953
12 H 1.468 -1.090 0.946
13 H 0.844 0.989 2.710
14 H -1.266 0.127 -1.455
15 H -1.630 -0.926 -0.054
16 H -0.553 -1.467 -3.941

Results
- highest occupied orbital energy (Eh) = -0.333
- total charge = 0
- SMILES = N[C@@H](CO)CSS
- Kohn-Sham gap (eV) = 9.66
- LUMO level (hartree) = 0.0221

Question: which arrangement is favored energetically? Ranking from most to least stable: (x), (w).

(w)
Computed, not measured: a 2-piece molecular cluster, C6H9O2 overall, with ωB97M-V with the def2-TZVPD basis set.

CARTESIAN COORDINATES (ANGSTROEM)
1 O -3.755 0.653 -0.596
2 C -2.628 0.471 -0.070
3 O -2.341 0.636 1.146
4 C -1.642 -0.079 -1.033
5 C -0.208 0.061 -1.132
6 C 0.685 -0.712 -0.164
7 C 2.992 0.030 0.089
8 C 2.146 -0.676 -0.636
9 H -2.135 -0.581 -1.863
10 H 0.187 -0.068 -2.144
11 H -0.682 0.122 2.548
12 H -0.061 1.130 -0.860
13 H 0.684 -0.379 0.885
14 H 0.316 -1.735 -0.106
15 H 2.543 0.557 0.959
16 H 4.039 0.251 -0.030
17 H -0.142 0.316 3.004

Results
- highest occupied orbital energy (Eh) = -0.106
- total charge = -1
- Kohn-Sham gap (eV) = 4.08
- LUMO level (hartree) = 0.0433

(x)
Computed, not measured: a 2-piece molecular cluster, C6H9O2 overall, with ωB97M-V with the def2-TZVPD basis set.

CARTESIAN COORDINATES (ANGSTROEM)
1 O 1.295 0.760 0.685
2 C 1.892 -0.337 0.547
3 O 1.404 -1.429 0.182
4 C 3.407 -0.322 0.840
5 H 3.639 0.553 1.450
6 H 3.700 -1.239 1.354
7 H 3.978 -0.247 -0.087
8 C -1.805 -1.551 -0.840
9 C -1.404 -0.302 -0.610
10 C -2.379 0.780 -0.524
11 C -2.097 2.010 -0.106
12 H -2.852 -1.782 -1.012
13 H -1.076 -2.350 -0.813
14 H -0.349 -0.116 -0.437
15 H -3.409 0.540 -0.787
16 H -2.858 2.776 -0.039
17 H -1.086 2.258 0.195

Results
- highest occupied orbital energy (Eh) = -0.155
- total charge = -1
- Kohn-Sham gap (eV) = 8.22
- LUMO level (hartree) = 0.1469

Question: which arrangement is favored energetically? Ranking from most to least stable: (x), (w).

(w)
Computed, not measured: an isolated molecule of HN2OP, with ωB97M-V with the def2-TZVPD basis set.

CARTESIAN COORDINATES (ANGSTROEM)
1 N -1.526 -1.568 -1.410
2 N -1.401 0.740 -1.441
3 O -0.893 -2.303 -2.090
4 P -0.775 -0.275 -0.515
5 H 0.430 0.077 -0.167

Results
- highest occupied orbital energy (Eh) = -0.349
- total charge = 0
- SMILES = N#[PH]N=O
- Kohn-Sham gap (eV) = 7.85
- LUMO level (hartree) = -0.0607

(x)
Computed, not measured: a 2-piece molecular cluster, HN2OP overall, with ωB97M-V with the def2-TZVPD basis set.

CARTESIAN COORDINATES (ANGSTROEM)
1 N 0.903 1.501 -0.468
2 N -0.262 0.225 0.608
3 O 1.669 1.060 -1.189
4 P -0.601 -1.131 -0.009
5 H -1.708 -1.655 1.058

Results
- highest occupied orbital energy (spin up / spin down) (Eh) = -0.322 / -0.309
- total charge = 0
- Kohn-Sham gap (spin up / spin down) (eV) = 7.95 / 7.35
- LUMO level (spin up / spin down) (hartree) = -0.0298 / -0.0393

Question: which arrangement is favored energetically? Ranking from most to least stable: (x), (w).

(w)
Computed, not measured: a 2-piece molecular cluster, C2H10N2 overall, with ωB97M-V with the def2-TZVPD basis set.

CARTESIAN COORDINATES (ANGSTROEM)
1 C -1.387 0.623 1.803
2 H -1.443 1.537 1.214
3 H -1.678 0.867 2.824
4 H -2.049 -0.137 1.401
5 H -0.360 0.268 1.833
6 N 0.746 -1.627 -0.567
7 C 0.296 -0.416 -1.217
8 N 1.327 0.629 -1.287
9 H 1.096 -1.425 0.362
10 H 1.510 -2.032 -1.092
11 H -0.609 -0.072 -0.716
12 H 0.054 -0.669 -2.249
13 H 1.044 1.369 -1.922
14 H 1.454 1.084 -0.388

Results
- highest occupied orbital energy (Eh) = -0.349
- total charge = 0
- SMILES = NCN.C
- Kohn-Sham gap (eV) = 10.48
- LUMO level (hartree) = 0.0367

(x)
Computed, not measured: a 2-piece molecular cluster, C2H10N2 overall, with ωB97M-V with the def2-TZVPD basis set.

CARTESIAN COORDINATES (ANGSTROEM)
1 C 1.987 -0.736 -0.034
2 C 2.055 0.776 -0.013
3 H 0.968 -1.145 -0.111
4 H 2.569 -1.130 -0.893
5 H 2.475 -1.125 0.844
6 H 1.637 1.218 -0.913
7 H 3.092 1.100 0.081
8 H 1.503 1.200 0.837
9 H -0.628 0.118 -0.467
10 H -1.056 -0.012 1.097
11 H -3.237 0.023 0.688
12 H -3.085 -0.381 -0.831
13 N -1.375 -0.274 0.138
14 N -2.695 0.258 -0.145

Results
- highest occupied orbital energy (Eh) = -0.307
- total charge = 0
- SMILES = CC.NN
- Kohn-Sham gap (eV) = 9.47
- LUMO level (hartree) = 0.0413

Question: which arrangement is favored energetically? Ranking from most to least stable: (w), (x).

(w)
Computed, not measured: an isolated molecule of CH4N6O, with ωB97M-V with the def2-TZVPD basis set.

CARTESIAN COORDINATES (ANGSTROEM)
1 C -0.185 -0.635 0.300
2 H -0.479 2.581 0.196
3 H 0.408 2.106 -1.029
4 H 2.167 0.917 0.895
5 H -2.156 0.720 -0.032
6 N -0.421 1.731 -0.274
7 N 0.238 0.727 0.444
8 N 1.615 0.590 0.049
9 N 1.865 -0.662 -0.270
10 N 0.892 -1.437 -0.132
11 N -1.342 -1.053 -0.030
12 O -2.345 -0.223 -0.043

Results
- highest occupied orbital energy (Eh) = -0.322
- total charge = 0
- SMILES = Nn1[nH]nn/c1=N/O
- Kohn-Sham gap (eV) = 8.89
- LUMO level (hartree) = 0.0051

(x)
Computed, not measured: an isolated molecule of CH4N6O, with ωB97M-V with the def2-TZVPD basis set.

CARTESIAN COORDINATES (ANGSTROEM)
1 C -1.080 -1.930 -0.334
2 N 1.787 1.586 -0.392
3 N -0.168 1.783 0.946
4 N 1.310 0.554 -0.906
5 N -0.639 0.810 0.541
6 N 1.135 2.035 0.771
7 N 0.471 -0.211 -0.257
8 O -0.006 -1.246 -1.037
9 H -0.892 -2.487 0.668
10 H -1.347 -2.571 -1.148
11 H -1.941 -1.240 -0.021
12 H 1.372 2.919 1.169

Results
- highest occupied orbital energy (Eh) = -0.322
- total charge = 0
- SMILES = CON1N=NNN=N1
- Kohn-Sham gap (eV) = 9.16
- LUMO level (hartree) = 0.0147

Question: which arrangement is favored energetically? Ranking from most to least stable: (w), (x).

(w)
Computed, not measured: a 2-piece molecular cluster, C3H6INO2 overall, with ωB97M-V with the def2-TZVPD basis set.

CARTESIAN COORDINATES (ANGSTROEM)
1 C 0.900 0.343 0.103
2 C -0.490 0.107 1.961
3 C 0.563 0.412 -2.162
4 N -0.048 -0.359 0.663
5 O 1.748 1.080 0.394
6 O -1.032 -0.913 -0.247
7 I 1.051 -1.454 -2.976
8 H -0.231 1.132 1.945
9 H -1.622 0.047 1.921
10 H -0.071 -0.370 2.877
11 H 1.041 1.278 -2.465
12 H -0.585 0.509 -2.045
13 H -1.224 -1.812 0.032

Results
- highest occupied orbital energy (Eh) = -0.285
- total charge = 0
- Kohn-Sham gap (eV) = 8.08
- LUMO level (hartree) = 0.0123

(x)
Computed, not measured: a 2-piece molecular cluster, C3H6INO2 overall, with ωB97M-V with the def2-TZVPD basis set.

CARTESIAN COORDINATES (ANGSTROEM)
1 C -0.357 -1.534 0.082
2 C 1.384 1.731 0.357
3 C 0.424 -0.405 0.580
4 N -0.864 -1.417 -1.216
5 O -0.424 -2.548 0.739
6 O 0.446 0.738 -0.127
7 I -3.610 0.642 -0.266
8 H 1.341 1.734 1.405
9 H 0.943 2.576 -0.114
10 H 2.355 1.463 -0.031
11 H 0.972 -0.543 1.468
12 H -1.119 -0.395 -1.339
13 H -1.489 -2.043 -1.537

Results
- highest occupied orbital energy (spin up / spin down) (Eh) = -0.360 / -0.290
- total charge = 0
- Kohn-Sham gap (spin up / spin down) (eV) = 9.68 / 4.50
- LUMO level (spin up / spin down) (hartree) = -0.0039 / -0.1246

Question: which arrangement is favored energetically? Ranking from most to least stable: (x), (w).